# 1
25
Properties=species:S:1:pos:R:3 method="wB97M-V/def2-TZVPD" e_homo_ev="-7.80 / -7.79" lumo_ev="-1.0 / -1.0" total_energy_ev=-18069.2774 largest_force_ev_per_a=6.0 charge=0
C 3.00 -0.58 -1.41
C 2.85 0.02 -0.22
C 1.90 -0.74 -2.19
C 1.71 0.68 0.14
C 0.71 -0.29 -1.83
C 0.57 0.57 -0.65
C -2.22 -1.01 0.94
C -0.69 1.15 -0.21
C -1.06 -0.57 1.67
N -2.29 -0.55 -0.49
N -1.94 0.80 -0.48
N -1.12 0.54 2.44
O -2.17 1.19 2.53
O -0.07 0.95 2.96
H 3.92 -1.06 -1.64
H 3.60 0.05 0.53
H 2.08 -1.21 -3.11
H 1.88 1.19 1.18
H -0.05 -0.29 -2.65
H -2.47 -1.95 0.83
H -3.14 -0.44 1.33
H -0.56 2.36 0.00
H -0.07 -0.92 1.53
H -1.61 -1.18 -1.02
H -2.74 1.31 -0.20

***

# 2
12
Properties=species:S:1:pos:R:3 method="wB97M-V/def2-TZVPD" e_homo_ev=-9.20 lumo_ev=0.6 total_energy_ev=-11180.6950 largest_force_ev_per_a=3.4 charge=0
C 1.03 0.57 0.29
C -0.35 0.30 0.11
C -2.36 0.31 -0.22
H 3.52 0.79 -0.08
H 3.68 -0.79 -0.54
H 1.15 1.38 0.94
H -3.47 0.46 -0.31
N 3.13 -0.15 -0.11
N 1.84 -0.28 -0.19
N -1.31 1.20 -0.12
N -2.11 -0.94 -0.04
O -0.71 -0.96 0.26

***

# 3
12
Properties=species:S:1:pos:R:3 method="wB97M-V/def2-TZVPD" e_homo_ev="-3.13 / -3.13" smiles="C=C[P@@](=C)([O-])O" lumo_ev="4.1 / 4.1" total_energy_ev=-16590.7747 largest_force_ev_per_a=7.6 charge=-1
C 1.18 -1.27 0.00
C -1.38 1.29 -1.09
C 0.53 -0.36 0.72
O -1.71 -1.54 -0.62
O -2.04 0.25 1.39
P -1.11 0.03 0.04
H 2.15 -1.74 0.07
H 0.56 -1.81 -0.76
H -0.68 0.83 -1.87
H -0.93 2.20 -0.78
H 1.10 0.35 1.31
H -2.18 -0.71 1.78

***

# 4
70
Properties=species:S:1:pos:R:3 method="wB97M-V/def2-TZVPD" e_homo_ev="-3.66 / -5.44" lumo_ev="2.5 / 1.4" s_squared=8.803 total_energy_ev=-166354.3063 multiplicity=6 largest_force_ev_per_a=1.3 charge=-1
Ru -0.51 -0.18 -0.81
C 3.89 4.24 -3.57
O 4.73 3.21 -3.06
C 4.11 2.08 -2.64
C 4.95 1.12 -2.04
C 4.40 -0.04 -1.58
C 3.01 -0.32 -1.68
C 2.44 -1.51 -1.11
C 3.29 -2.63 -0.56
O 1.22 -1.70 -1.03
C 2.17 0.65 -2.30
O 0.90 0.50 -2.45
C 2.76 1.86 -2.78
H 4.54 5.10 -3.76
H 3.12 4.52 -2.85
H 3.41 3.94 -4.50
H 6.01 1.32 -1.95
H 5.06 -0.76 -1.11
H 4.33 -2.63 -0.90
H 2.83 -3.58 -0.84
H 3.27 -2.56 0.53
H 2.08 2.57 -3.23
C -5.53 -2.85 -0.49
C -4.89 -1.50 -0.30
O -3.76 -1.55 0.61
P -2.38 -2.24 0.22
S -0.99 -1.44 1.40
S -2.07 -2.18 -1.74
O -2.67 -3.76 0.68
C -1.66 -4.77 0.47
C -2.25 -6.08 0.92
H -6.45 -2.73 -1.08
H -5.79 -3.31 0.47
H -4.87 -3.53 -1.03
H -5.57 -0.80 0.18
H -4.56 -1.07 -1.24
H -0.77 -4.50 1.04
H -1.39 -4.79 -0.59
H -2.51 -6.05 1.98
H -1.52 -6.88 0.76
H -3.15 -6.32 0.35
C 2.72 0.03 4.32
C 3.51 0.17 3.18
C 2.93 0.61 2.00
C 1.57 0.92 1.93
C 0.80 0.77 3.08
C 1.37 0.33 4.26
C 1.03 1.36 0.63
C -0.27 1.64 0.35
C -1.34 2.35 0.93
C -2.70 2.02 0.72
C -3.71 2.80 1.25
C -3.41 3.92 2.01
C -2.08 4.27 2.24
C -1.06 3.50 1.72
H 3.17 -0.32 5.25
H 4.57 -0.06 3.22
H 3.54 0.71 1.10
H -0.26 1.00 3.04
H 0.75 0.21 5.14
H 1.77 1.47 -0.15
H -2.94 1.15 0.13
H -4.74 2.52 1.05
H -4.21 4.53 2.42
H -1.84 5.15 2.83
H -0.02 3.77 1.88
Cl -1.52 0.46 -4.74
Ge -1.71 1.17 -2.66
Cl -3.97 1.38 -2.59
Cl -1.17 3.32 -2.89

***

# 5
14
Properties=species:S:1:pos:R:3 method="wB97M-V/def2-TZVPD" e_homo_ev="-11.73 / -11.21" lumo_ev="-7.2 / -7.9" total_energy_ev=-7802.7850 largest_force_ev_per_a=4.8 charge=+1
C -1.59 0.02 0.19
C -1.07 -1.03 0.54
C -2.32 1.05 -0.36
C 2.55 0.59 0.12
N -0.49 -2.22 0.75
O 2.38 -0.29 -0.87
H -1.73 1.98 -0.36
H -2.70 1.02 -1.34
H -2.97 1.48 0.37
H 3.15 1.48 -0.20
H 2.10 0.54 1.07
H 0.27 -2.27 0.07
H -0.33 -2.53 1.66
H 2.76 0.17 -1.64

***

# 6
163
Properties=species:S:1:pos:R:3 method="wB97M-V/def2-TZVPD" e_homo_ev=-9.19 lumo_ev=-3.2 total_energy_ev=-87005.9931 largest_force_ev_per_a=7.0 charge=+2
N 2.66 0.56 2.27
O 2.43 0.44 1.12
O 1.89 1.04 3.11
O 3.79 0.33 2.62
C 5.12 -4.98 -0.10
C 5.15 -3.45 0.18
C 6.30 -2.73 -0.56
C 7.68 -2.98 -0.27
P 8.90 -1.93 -1.08
C 8.75 -2.31 -2.90
C 8.34 -3.76 -3.48
C 8.34 -3.77 -5.05
C 8.15 -5.15 -5.81
C 10.56 -2.40 -0.36
C 10.65 -2.20 1.14
C 11.88 -2.95 1.87
C 12.05 -2.47 3.26
C 8.76 -0.16 -0.69
C 7.41 0.54 -0.78
C 6.76 0.57 -2.23
C 7.49 1.26 -3.39
H 4.13 -5.32 0.19
H 5.88 -5.55 0.42
H 5.22 -5.14 -1.18
H 5.30 -3.33 1.26
H 4.16 -3.08 -0.06
H 6.13 -1.70 -0.23
H 6.03 -2.76 -1.61
H 7.77 -4.04 -0.53
H 7.67 -2.97 0.82
H 9.68 -1.95 -3.34
H 8.11 -1.55 -3.35
H 7.36 -4.06 -3.10
H 9.09 -4.50 -3.19
H 9.17 -3.22 -5.51
H 7.52 -3.12 -5.37
H 8.95 -5.88 -5.67
H 7.92 -5.08 -6.87
H 7.18 -5.43 -5.41
H 11.36 -1.79 -0.77
H 10.86 -3.42 -0.61
H 9.83 -2.77 1.56
H 10.57 -1.19 1.54
H 12.73 -2.77 1.22
H 11.78 -4.03 1.86
H 12.72 -3.11 3.83
H 11.13 -2.59 3.84
H 12.34 -1.42 3.32
H 9.51 0.47 -1.18
H 9.05 -0.04 0.35
H 7.46 1.59 -0.51
H 6.69 0.15 -0.06
H 5.69 0.80 -2.27
H 6.66 -0.46 -2.59
H 7.03 1.02 -4.35
H 8.52 0.92 -3.46
H 7.49 2.32 -3.18
C -9.02 -0.86 3.79
C -8.28 0.18 2.97
C -7.01 0.80 3.63
C -7.46 1.81 4.67
P -7.71 3.59 4.04
C -6.57 3.84 2.53
C -5.12 3.84 2.90
C -4.20 4.18 1.72
C -2.74 4.63 1.98
C -9.44 3.93 3.40
C -10.54 3.67 4.45
C -11.52 4.70 4.91
C -12.16 5.60 3.81
C -7.35 4.81 5.26
C -7.83 4.36 6.70
C -7.43 5.44 7.75
C -8.25 6.78 7.62
H -9.37 -0.27 4.64
H -8.35 -1.54 4.32
H -9.79 -1.30 3.16
H -8.96 0.99 2.71
H -8.09 -0.37 2.05
H -6.25 1.21 2.96
H -6.42 0.08 4.19
H -6.65 2.00 5.37
H -8.23 1.63 5.41
H -6.78 4.83 2.11
H -6.91 3.17 1.73
H -4.84 2.87 3.30
H -4.88 4.54 3.71
H -4.62 4.82 0.95
H -4.17 3.18 1.29
H -2.15 3.92 2.55
H -2.87 5.50 2.62
H -2.10 4.94 1.15
H -9.67 3.29 2.54
H -9.46 4.88 2.86
H -10.30 2.97 5.25
H -11.27 3.08 3.90
H -11.05 5.24 5.74
H -12.32 4.24 5.50
H -11.68 6.57 3.65
H -13.24 5.76 3.82
H -12.04 5.19 2.81
H -7.74 5.80 5.04
H -6.26 4.94 5.24
H -7.37 3.41 6.98
H -8.91 4.26 6.77
H -6.35 5.54 7.80
H -7.69 4.93 8.68
H -7.92 7.31 6.72
H -8.11 7.47 8.45
H -9.28 6.47 7.43
C 2.07 -3.29 -6.29
C 2.36 -3.45 -4.83
C 1.21 -3.10 -3.76
C 0.84 -1.65 -3.42
P -0.82 -1.33 -2.66
C -1.26 0.44 -2.36
C -0.65 1.50 -3.40
C 0.83 1.78 -3.13
C 1.40 2.85 -4.03
C -2.11 -2.03 -3.74
C -1.95 -1.51 -5.14
C -2.78 -2.30 -6.30
C -4.38 -2.25 -6.30
C -0.96 -2.14 -1.13
C -2.17 -1.59 -0.23
C -2.35 -2.65 0.88
C -1.55 -2.17 2.12
H 0.99 -3.43 -6.41
H 2.76 -3.85 -6.91
H 2.43 -2.33 -6.65
H 3.33 -3.01 -4.60
H 2.47 -4.51 -4.62
H 1.40 -3.57 -2.80
H 0.31 -3.54 -4.19
H 0.85 -0.98 -4.28
H 1.49 -1.29 -2.62
H -0.99 0.78 -1.36
H -2.34 0.58 -2.36
H -1.19 2.44 -3.32
H -1.01 1.21 -4.39
H 1.33 0.88 -3.50
H 1.05 1.94 -2.07
H 1.60 2.37 -4.99
H 2.38 3.19 -3.70
H 0.82 3.77 -4.11
H -3.01 -1.87 -3.14
H -2.02 -3.12 -3.69
H -0.91 -1.71 -5.42
H -2.14 -0.44 -5.17
H -2.56 -3.37 -6.29
H -2.27 -1.96 -7.20
H -4.72 -2.85 -7.15
H -4.66 -1.27 -6.70
H -4.97 -2.57 -5.45
H 0.02 -1.95 -0.71
H -0.86 -3.22 -1.17
H -3.09 -1.68 -0.80
H -2.02 -0.60 0.21
H -2.00 -3.62 0.51
H -3.36 -2.77 1.26
H -2.00 -1.36 2.69
H -0.56 -1.86 1.78
H -1.29 -2.96 2.84

***

# 7
15
Properties=species:S:1:pos:R:3 method="wB97M-V/def2-TZVPD" e_homo_ev="-13.37 / -13.37" lumo_ev="-4.9 / -4.9" total_energy_ev=-17060.8912 largest_force_ev_per_a=5.1 charge=+1
C -0.36 -0.37 0.39
C 1.46 1.38 -0.33
C 0.91 0.28 0.57
N -1.49 -0.60 1.22
N -1.04 0.04 -1.67
S 0.83 -1.62 -0.12
H 1.27 1.02 -1.41
H 0.96 2.21 0.04
H 2.42 1.49 0.01
H 1.19 0.17 1.54
H -2.18 0.10 1.04
H -1.97 -1.48 1.28
H -1.97 0.44 -1.53
H -1.29 -0.86 -2.06
H 1.27 -2.21 1.02

***

# 8
68
Properties=species:S:1:pos:R:3 method="wB97M-V/def2-TZVPD" e_homo_ev="-4.29 / -7.48" lumo_ev="0.6 / 0.4" s_squared=6.039 total_energy_ev=-193556.4980 multiplicity=5 largest_force_ev_per_a=2.5 charge=0
C 0.52 2.83 0.47
C -0.56 2.58 -0.43
C -1.79 2.52 0.31
H -0.49 2.54 -1.51
C -1.47 2.75 1.69
C -0.05 2.94 1.79
H 0.49 3.21 2.69
H 1.55 3.03 0.19
H -2.78 2.42 -0.11
H -2.18 2.86 2.51
Fe -0.50 0.99 1.00
C -1.41 -2.61 -3.47
H -2.49 -2.40 -3.33
H -1.21 -3.65 -3.18
H -1.17 -2.50 -4.54
Si -0.26 -1.50 -2.46
C 1.51 -1.14 -2.92
C 2.07 0.13 -2.68
H 1.45 0.95 -2.31
C 3.43 0.34 -2.92
H 3.85 1.34 -2.77
C 4.25 -0.71 -3.35
H 5.31 -0.53 -3.55
C 3.71 -1.99 -3.51
H 4.34 -2.83 -3.80
C 2.34 -2.22 -3.29
H 1.91 -3.22 -3.40
C -1.21 0.12 -2.80
C -0.80 0.99 -3.81
H 0.19 0.87 -4.28
C -1.66 1.99 -4.26
H -1.33 2.65 -5.06
C -2.94 2.13 -3.72
H -3.64 2.88 -4.12
C -3.34 1.29 -2.68
H -4.34 1.37 -2.26
C -2.47 0.30 -2.20
H -2.81 -0.36 -1.38
H -0.36 -0.03 -0.13
H 0.00 -1.41 -1.01
C -1.65 -2.64 1.66
As -1.71 -0.70 1.87
C -3.50 -0.26 2.50
C -0.54 -0.55 3.51
C -1.10 -0.42 4.77
C -0.26 -0.11 5.86
C 1.11 0.08 5.67
C 1.68 -0.02 4.38
C 0.85 -0.34 3.31
As 1.48 -0.10 1.41
C 3.13 0.91 1.66
C 2.22 -1.88 0.99
H -2.07 -2.89 0.68
H -2.27 -3.06 2.46
H -0.62 -3.00 1.75
H -3.65 -0.75 3.47
H -3.59 0.82 2.57
H -4.18 -0.65 1.74
H -2.17 -0.55 4.92
H -0.69 -0.01 6.85
H 1.75 0.33 6.51
H 2.75 0.14 4.23
H 3.91 0.23 2.02
H 3.40 1.31 0.67
H 2.95 1.72 2.36
H 3.20 -1.96 1.48
H 1.55 -2.66 1.36
H 2.33 -1.95 -0.10

***

# 9
15
Properties=species:S:1:pos:R:3 method="wB97M-V/def2-TZVPD" e_homo_ev=-7.79 smiles="NC1=C[C@]23C=C[C@]12C3" lumo_ev=1.1 total_energy_ev=-8855.9973 largest_force_ev_per_a=4.0 charge=0
C -1.47 0.06 -1.01
C -1.26 1.18 -0.33
C 0.74 -1.24 -0.42
C -0.74 -0.89 -0.19
C -0.33 0.57 0.73
C 1.23 -0.13 -0.01
C -0.97 -0.66 1.34
N 2.48 0.52 0.00
H -2.14 -0.12 -1.78
H -1.54 2.27 -0.56
H 1.13 -1.97 -1.15
H -2.00 -0.59 1.71
H -0.42 -1.12 2.06
H 2.40 1.44 0.54
H 2.89 0.68 -0.92

***

# 10
82
Properties=species:S:1:pos:R:3 method="wB97M-V/def2-TZVPD" e_homo_ev=-17.64 lumo_ev=-12.0 total_energy_ev=-107053.7168 largest_force_ev_per_a=1.7 charge=+4
Hf -1.21 -0.19 -0.28
C 0.04 -0.29 6.97
C 0.09 -0.33 5.46
C 1.27 -0.45 4.75
C 1.37 -0.54 3.34
C 2.76 -0.69 2.95
N 3.38 -1.11 1.90
C 2.88 -1.66 0.63
C 3.46 -3.05 0.35
C 3.28 -3.42 -1.12
N 1.88 -3.19 -1.55
C 1.18 -3.95 -2.32
C -0.15 -3.65 -2.78
C -0.68 -4.53 -3.74
C -1.93 -4.36 -4.33
C -2.46 -5.30 -5.37
C -2.65 -3.26 -3.89
C -2.17 -2.35 -2.92
C -3.05 -1.27 -2.57
N -2.87 -0.34 -1.68
C -4.00 0.64 -1.53
C -4.06 1.20 -0.12
C -4.01 0.14 0.98
N -2.58 -0.11 1.38
C -2.30 -0.11 2.64
C -1.03 -0.27 3.29
C -1.06 -0.23 4.69
C 0.18 -0.43 2.58
O 0.14 -0.45 1.24
C -0.90 -2.54 -2.35
O -0.44 -1.69 -1.41
H 1.04 -0.31 7.40
H -0.52 -1.14 7.36
H -0.45 0.62 7.31
H 2.19 -0.49 5.33
H 3.45 -0.41 3.73
H 4.39 -1.09 1.98
H 3.17 -0.95 -0.15
H 1.80 -1.69 0.71
H 3.00 -3.79 1.00
H 4.54 -3.07 0.55
H 3.53 -4.46 -1.30
H 3.92 -2.81 -1.76
H 1.43 -2.33 -1.26
H 1.65 -4.87 -2.66
H -0.08 -5.38 -4.04
H -1.96 -6.26 -5.34
H -2.31 -4.88 -6.37
H -3.53 -5.46 -5.24
H -3.63 -3.08 -4.31
H -3.99 -1.25 -3.12
H -4.93 0.13 -1.77
H -3.86 1.44 -2.26
H -4.98 1.78 -0.04
H -3.26 1.94 0.05
H -4.44 -0.80 0.64
H -4.57 0.46 1.86
H -3.14 0.04 3.32
H -2.02 -0.11 5.18
C -1.19 3.64 0.34
As -0.19 2.32 -0.66
C -0.17 3.05 -2.44
C 1.65 2.47 0.02
C 2.16 3.87 -0.13
C 2.79 4.28 -1.30
C 3.25 5.59 -1.43
C 3.08 6.48 -0.38
C 2.46 6.08 0.80
C 2.01 4.78 0.92
H -0.53 4.51 0.39
H -1.43 3.31 1.34
H -2.09 3.90 -0.21
H 0.25 4.05 -2.35
H -1.19 3.11 -2.82
H 0.44 2.45 -3.11
H 2.24 1.75 -0.54
H 1.59 2.15 1.06
H 2.95 3.58 -2.11
H 3.75 5.90 -2.33
H 3.44 7.50 -0.48
H 2.35 6.78 1.62
H 1.55 4.46 1.86

***

# 11
7
Properties=species:S:1:pos:R:3 method="wB97M-V/def2-TZVPD" e_homo_ev=-2.26 lumo_ev=4.2 total_energy_ev=-4637.9400 largest_force_ev_per_a=1.3 charge=-1
O 2.10 -1.41 0.12
H 1.98 -0.76 0.81
C -1.17 0.58 -0.24
N -0.28 0.15 0.55
H -2.19 0.75 0.12
H -0.98 0.76 -1.31
H 0.54 -0.07 -0.05